No. 1
{"formula": "C5H10NO", "method": "the ωB97M-V functional and the def2-TZVPD basis", "elements": ["O", "C", "C", "C", "C", "C", "N", "H", "H", "H", "H", "H", "H", "H", "H", "H", "H"], "positions_angstrom": [[0.179, -2.097, 2.325], [-0.316, -2.034, 1.236], [-1.357, -0.934, 0.619], [-0.881, 0.065, -0.483], [0.322, 0.865, -0.275], [1.146, 0.988, -1.527], [0.971, 0.753, 0.882], [-0.228, -2.872, 0.539], [-1.523, -0.481, 1.562], [-2.158, -1.507, 0.273], [-0.408, -0.766, -1.197], [-1.693, 0.460, -1.082], [2.032, 0.273, -1.764], [0.447, 1.349, -2.291], [1.042, 3.872, -1.364], [1.920, 0.878, 0.874], [0.506, 1.191, 1.676]], "forces_ev_per_a": [[-0.466, 0.738, -0.316], [-0.960, 0.482, -1.644], [3.199, 0.861, 2.103], [-0.667, -4.399, -1.582], [5.116, -0.240, -4.834], [-2.097, -0.247, 2.704], [-2.549, -0.172, 2.231], [0.441, -0.500, -0.293], [-1.227, 1.047, 0.847], [-1.419, -0.747, -0.515], [-1.457, 1.678, 0.944], [-0.173, 0.350, 0.256], [-1.226, 2.152, 0.731], [0.632, -1.011, -0.505], [0.024, -0.066, 0.007], [2.591, 0.779, -0.135], [0.238, -0.705, 0.001]], "mulliken_charge": [-0.449, 0.102, -1.021, -0.429, 0.231, -0.989, -0.329, 0.348, 0.396, 0.421, 0.223, 0.431, 0.303, 0.326, -0.001, 0.200, 0.236], "homo_energy_ev": [-7.04, -7.28], "s2": 0.774, "relative_energy_kj_mol": 473.28, "spin_multiplicity": 2, "fmax_ha_per_bohr": 0.13696}


No. 2
{"formula": "C5H10NO", "method": "the ωB97M-V functional and the def2-TZVPD basis", "elements": ["C", "C", "N", "C", "C", "O", "C", "H", "H", "H", "H", "H", "H", "H", "H", "H", "H"], "positions_angstrom": [[-0.953, 0.079, 1.173], [0.033, -0.077, 0.107], [-0.789, 0.069, -1.270], [0.872, -1.243, 0.025], [2.167, -0.930, -0.078], [2.470, 0.422, -0.117], [1.309, 1.162, 0.061], [-1.762, 0.919, 1.114], [-0.340, 0.232, 2.091], [-1.489, -0.968, 1.216], [-0.290, 0.405, -2.118], [-1.439, 0.839, -1.056], [-1.063, -0.881, -1.631], [0.532, -2.150, 0.444], [2.921, -1.686, -0.086], [1.270, 1.914, -0.602], [1.235, 1.511, 1.078]], "forces_ev_per_a": [[-2.109, -1.101, 1.655], [2.249, 4.044, -3.135], [0.934, -0.030, -0.906], [0.732, 0.242, 0.790], [-0.735, 1.295, 0.201], [0.808, -2.317, -0.537], [-2.579, -4.632, 3.100], [1.653, -1.415, -0.145], [-0.880, -0.263, -0.340], [0.636, 2.105, 0.433], [0.501, 0.016, 0.973], [-0.775, -1.145, -0.536], [-0.946, 1.155, 0.969], [-0.224, -1.269, -0.262], [0.943, 0.285, -0.035], [-0.547, 2.549, -2.582], [0.340, 0.481, 0.359]], "mulliken_charge": [-1.211, 0.990, -0.357, -1.022, -0.232, -0.356, -0.730, 0.400, 0.343, 0.347, 0.355, 0.364, 0.384, 0.451, 0.484, 0.473, 0.317], "homo_energy_ev": -13.56, "total_charge": 1, "relative_energy_kj_mol": 270.11, "smiles": "C[C@]1([NH3+])C=COC1", "fmax_ha_per_bohr": 0.11943}


No. 3
{"formula": "C5H10NO", "method": "the ωB97M-V functional and the def2-TZVPD basis", "elements": ["C", "C", "C", "C", "O", "C", "N", "H", "H", "H", "H", "H", "H", "H", "H", "H", "H"], "positions_angstrom": [[-1.740, 0.277, 0.612], [-0.580, 0.148, -0.276], [-0.097, 1.585, -0.666], [1.058, 1.853, -0.050], [1.485, 0.792, 0.797], [0.741, -0.287, 0.555], [1.633, -1.373, -0.363], [-1.332, 0.529, 1.524], [-2.244, -0.695, 0.899], [-2.398, 1.009, 0.378], [-0.872, -0.342, -1.214], [-0.407, 2.124, -1.570], [1.689, 2.740, -0.058], [0.427, -0.797, 1.484], [2.615, -1.521, -0.072], [1.813, -1.031, -1.343], [1.295, -2.372, -0.353]], "forces_ev_per_a": [[0.100, -4.025, 1.660], [2.110, 1.725, -1.503], [1.442, -0.939, -0.520], [-0.826, -0.151, -0.323], [0.473, 0.811, -0.106], [-2.185, -1.253, -1.238], [0.854, -0.523, -0.320], [0.649, 1.119, 2.389], [0.255, 0.907, -0.934], [-2.171, 2.003, -1.117], [0.718, -0.588, 0.307], [-0.361, -0.025, 0.863], [-0.099, -0.493, 0.099], [0.759, -0.235, -0.570], [-0.409, 0.616, 0.727], [-1.009, -0.375, 0.920], [-0.301, 1.425, -0.334]], "mulliken_charge": [-1.660, 0.407, -0.396, -0.342, -0.336, -0.216, -0.469, 0.471, 0.324, 0.471, 0.393, 0.362, 0.446, 0.419, 0.366, 0.383, 0.377], "homo_energy_ev": -13.58, "total_charge": 1, "relative_energy_kj_mol": 225.82, "smiles": "C[C@H]1C=CO[C@@H]1[NH3+]", "fmax_ha_per_bohr": 0.08469}


No. 4
{"formula": "C5H10NO", "method": "the ωB97M-V functional and the def2-TZVPD basis", "elements": ["O", "C", "C", "C", "C", "C", "N", "H", "H", "H", "H", "H", "H", "H", "H", "H", "H"], "positions_angstrom": [[-2.188, -0.701, 1.345], [-1.907, 0.419, 1.005], [-1.519, 0.713, -0.413], [0.027, 0.937, -0.533], [0.723, -0.444, -0.447], [1.098, -0.896, 0.834], [0.980, -0.969, -1.662], [-2.105, 1.281, 1.674], [-1.613, -0.202, -0.977], [-2.068, 1.616, -0.735], [0.420, 1.591, 0.251], [0.256, 1.290, -1.558], [1.628, -1.827, 0.944], [0.891, -0.341, 1.740], [2.611, -0.453, 2.576], [1.724, -1.656, -1.579], [1.041, -0.359, -2.465]], "forces_ev_per_a": [[0.500, 0.123, 0.297], [-1.317, -0.360, -0.093], [1.402, 0.526, 0.338], [0.038, -0.996, -0.330], [0.068, 3.633, -1.571], [1.664, -0.857, 1.067], [1.277, -0.558, 3.076], [0.396, -0.061, 0.031], [-1.243, 0.040, -0.472], [0.241, -0.622, -0.320], [0.037, 0.043, -0.301], [-0.185, 0.375, 0.789], [-0.371, -0.504, 0.146], [-1.134, -0.300, -0.140], [-0.578, 0.048, -1.653], [-0.308, -0.476, -0.784], [-0.486, -0.054, -0.078]], "mulliken_charge": [-0.418, -0.122, -0.361, -1.006, 0.904, -1.197, -0.326, 0.377, 0.379, 0.318, 0.491, 0.361, 0.344, 0.328, 0.345, 0.301, 0.281], "homo_energy_ev": -13.58, "total_charge": 1, "relative_energy_kj_mol": 686.04, "fmax_ha_per_bohr": 0.07699}


No. 5
{"formula": "C5H10NO", "method": "the ωB97M-V functional and the def2-TZVPD basis", "elements": ["C", "C", "C", "C", "C", "N", "O", "H", "H", "H", "H", "H", "H", "H", "H", "H", "H"], "positions_angstrom": [[-2.350, -1.603, 0.004], [1.436, 2.146, -0.133], [0.718, 1.212, -0.772], [1.180, 0.050, -1.641], [-0.788, -1.485, 2.011], [-1.522, -1.708, 0.814], [-0.608, 1.152, -0.814], [-0.941, 2.041, -0.430], [0.898, 2.963, 0.373], [2.516, 2.149, 0.076], [-2.712, -1.622, -0.930], [1.302, 0.324, -2.721], [0.478, -0.709, -1.544], [2.164, -0.329, -1.236], [0.183, -1.781, 1.665], [-1.180, -2.207, 2.775], [-0.774, -0.592, 2.503]], "forces_ev_per_a": [[4.795, -0.753, 4.384], [-0.360, 0.012, 0.611], [2.634, -0.683, -0.841], [3.153, 1.470, 0.494], [0.329, -4.613, -0.002], [-4.077, 2.149, -1.301], [-3.074, 3.049, 1.263], [0.382, -2.046, -0.840], [0.148, -0.381, -0.181], [-0.624, -0.268, -0.735], [-1.962, 0.056, -3.108], [-0.169, -0.126, 1.062], [-1.278, -1.519, -0.035], [-0.908, 0.355, -0.724], [0.989, -0.098, 0.634], [0.522, 0.262, -0.850], [-0.503, 3.135, 0.170]], "mulliken_charge": [0.104, -0.971, 0.821, -0.959, -0.615, 0.060, -0.473, 0.316, 0.200, 0.279, 0.435, 0.257, 0.242, 0.306, 0.289, 0.350, 0.360], "homo_energy_ev": -11.94, "total_charge": 1, "relative_energy_kj_mol": 412.98, "fmax_ha_per_bohr": 0.12719}


No. 6
{"formula": "C5H10NO", "method": "the ωB97M-V functional and the def2-TZVPD basis", "elements": ["C", "C", "C", "C", "C", "N", "O", "H", "H", "H", "H", "H", "H", "H", "H", "H", "H"], "positions_angstrom": [[-0.457, 1.223, 1.809], [-0.561, 0.821, 0.577], [-1.390, 1.371, 2.938], [-0.008, -0.572, -2.827], [-0.163, -1.039, -1.487], [0.918, -1.557, -0.748], [-0.538, 0.636, -0.604], [-1.743, 2.485, 2.994], [-2.213, 0.799, 2.727], [-0.984, 1.134, 3.907], [-0.763, 0.204, -2.983], [0.887, -0.096, -3.076], [-0.039, -1.393, -3.444], [-1.053, -1.474, -1.220], [0.693, -1.918, 0.180], [1.832, -1.065, -0.818], [0.431, 1.745, 1.971]], "forces_ev_per_a": [[-0.481, -0.340, -0.711], [0.304, 0.489, -0.272], [-0.264, 2.942, 0.250], [-0.802, 2.635, 0.524], [5.362, -1.728, 2.787], [-1.835, 1.854, -1.284], [-0.770, 0.477, 0.890], [0.674, -1.926, -0.143], [-2.271, -1.344, 0.021], [0.360, -0.249, 0.094], [-0.331, -0.588, -0.556], [1.802, 0.689, 0.200], [-0.790, -1.958, -1.721], [-2.173, -0.814, 0.672], [0.216, 0.042, -0.476], [-0.980, -0.755, -0.136], [1.978, 0.573, -0.139]], "mulliken_charge": [-0.408, 0.725, -1.064, -1.242, 0.324, -0.390, -0.406, 0.275, 0.381, 0.327, 0.352, 0.403, 0.382, 0.401, 0.295, 0.288, 0.357], "homo_energy_ev": -13.63, "total_charge": 1, "relative_energy_kj_mol": 295.75, "fmax_ha_per_bohr": 0.12223}


No. 7
{"formula": "C5H10NO2", "method": "the ωB97M-V functional and the def2-TZVPD basis", "elements": ["C", "C", "C", "N", "H", "H", "H", "H", "H", "H", "H", "O", "C", "O", "C", "H", "H", "H"], "positions_angstrom": [[-0.407, 2.790, 1.288], [-1.325, 1.820, 0.614], [-1.206, 0.494, 0.704], [-1.985, -0.438, 0.030], [0.416, 2.251, 1.762], [0.010, 3.483, 0.557], [-0.870, 3.393, 2.072], [-2.044, 2.200, -0.107], [-0.457, 0.028, 1.345], [-1.434, -1.240, -0.271], [-2.497, -0.031, -0.740], [0.232, -2.106, -0.727], [1.224, -1.358, -0.547], [1.734, -1.012, 0.537], [1.868, -0.791, -1.833], [2.295, -1.610, -2.421], [1.094, -0.347, -2.457], [2.619, -0.048, -1.577]], "forces_ev_per_a": [[0.066, -0.141, 0.191], [-0.026, -0.106, -0.159], [0.086, -0.222, 0.092], [-0.268, 0.144, 0.083], [0.057, 0.019, -0.090], [0.160, 0.101, -0.017], [-0.205, 0.072, 0.005], [-0.088, 0.177, 0.050], [0.008, 0.151, -0.146], [0.225, -0.114, 0.018], [-0.003, -0.030, -0.021], [-0.244, -0.204, -0.062], [0.197, 0.165, -0.048], [0.006, -0.010, 0.051], [-0.121, -0.158, 0.079], [0.118, 0.062, 0.102], [-0.101, 0.115, -0.018], [0.133, -0.022, -0.111]], "mulliken_charge": [-1.017, -0.170, -0.274, -0.620, 0.294, 0.248, 0.276, 0.240, 0.360, 0.429, 0.195, -0.824, 0.720, -0.717, -0.912, 0.243, 0.228, 0.298], "homo_energy_ev": -4.16, "total_charge": -1, "relative_energy_kj_mol": 56.21, "fmax_ha_per_bohr": 0.00630}


Question: Number 1 is which compound?
Answer: C5H10NO


Question: Which formula does entry 5 have?
Answer: C5H10NO